C23H28N2O4 in the gas phase, computed with ωB97M-V/def2-TZVPD.

Properties
- Energy above the lowest of the compared OMol25 structures with the same formula, charge and spin: 4.514 eV
- Multiplicity: 1
- Structure (SMILES): COc1cc(C(=O)N2CCN(C/C=C/c3ccccc3)CC2)cc(OC)c1OC
- Gap between HOMO and LUMO: 9.1 eV
- M: 396.487 g/mol
- Highest occupied orbital energy: -8.305 eV

Each line ends with the natural charge from an NBO analysis.
Cartesian coordinates (Å):
C: -2.898 0.249 -1.664  -0.2401
C: -1.037 1.139 -0.398  0.2784
C: -3.504 -2.672 0.310  -0.2275
C: 2.091 1.276 1.733  0.6686
C: -2.130 -2.725 0.435  -0.1232
H: -3.157 -0.752 -2.006  0.1964
H: -1.664 -2.301 1.310  0.2015
C: -1.989 -3.828 -1.686  -0.1864
O: -2.445 2.904 -1.267  -0.5328
C: 2.819 -1.044 -0.608  -0.2401
H: -2.761 0.913 -2.519  0.1905
C: -0.509 3.454 0.081  0.2673
C: 0.865 -3.057 0.560  -0.1523
H: 0.301 -0.289 0.429  0.2355
H: 1.260 3.780 1.264  0.2274
C: 4.128 -0.031 1.793  -0.2272
O: -1.702 0.083 -0.934  -0.4978
H: -4.095 -2.214 1.090  0.2128
H: -3.705 0.632 -1.033  0.1708
H: 0.588 -3.789 -1.368  0.1975
H: 2.442 1.095 -0.866  0.2341
H: -3.842 -4.183 -2.689  0.2130
H: 2.751 -3.626 -0.315  0.1703
C: -0.066 5.764 0.463  -0.2505
H: -4.267 3.736 -1.271  0.1903
H: -0.543 6.705 0.191  0.1996
H: 3.548 -1.476 -1.321  0.1643
H: -3.120 4.542 -0.172  0.1940
C: -1.346 -3.310 -0.560  -0.0947
C: -3.463 3.579 -0.554  -0.2511
H: -1.399 -4.281 -2.471  0.2067
H: -0.025 5.681 1.554  0.1809
C: -3.364 -3.775 -1.810  -0.2186
C: 0.106 -3.395 -0.480  -0.1989
H: 5.116 0.411 1.621  0.1897
H: 4.170 -2.165 2.205  0.2088
C: 0.098 0.764 0.327  -0.2951
C: 2.362 -3.102 0.575  -0.2439
C: -1.352 2.496 -0.522  0.2092
H: 4.158 0.674 -0.712  0.1938
C: 0.921 1.710 0.904  -0.0182
H: 3.879 0.062 2.851  0.2463
O: 2.117 1.452 2.937  -0.6204
C: -4.129 -3.197 -0.810  -0.2198
C: 4.102 -1.508 1.336  -0.2272
C: 3.148 0.443 -0.354  -0.2291
H: 0.432 -2.661 1.466  0.1987
C: 0.612 3.060 0.793  -0.3276
H: 1.821 -1.151 -1.037  0.2160
H: 0.950 5.743 0.057  0.1789
H: -3.829 2.969 0.280  0.1683
H: 2.697 -3.641 1.465  0.2077
N: 3.123 0.709 1.062  -0.4232
O: -0.870 4.758 -0.103  -0.5003
N: 2.844 -1.736 0.662  -0.4427
H: -5.204 -3.153 -0.905  0.2130
H: 4.964 -1.722 0.678  0.1588

Cartesian forces, eV/Å:
-0.35 -0.08 -0.35
0.08 0.09 0.01
-0.04 0.02 0.09
0.06 0.18 -0.08
0.05 -0.09 -0.08
-0.01 0.06 0.04
0.06 0.08 0.10
0.16 0.07 0.12
0.69 -0.11 0.06
-0.05 0.03 -0.04
-0.04 -0.09 0.08
0.03 -0.04 -0.03
0.04 -0.22 -0.27
0.06 -0.21 -0.01
0.02 0.12 0.06
0.08 0.05 0.29
0.34 0.25 0.23
-0.03 0.04 0.07
0.02 0.01 -0.02
0.13 -0.01 -0.07
0.15 -0.05 -0.01
-0.03 -0.03 -0.05
-0.02 -0.03 0.10
0.15 0.19 0.11
-0.03 0.01 0.07
0.07 -0.04 0.05
-0.09 0.02 0.06
-0.05 -0.09 -0.04
-0.53 0.00 -0.09
-0.26 0.13 0.17
0.08 -0.03 -0.05
0.02 -0.01 -0.05
-0.19 0.00 -0.05
0.44 -0.01 0.21
-0.05 -0.02 0.05
0.03 0.00 -0.05
0.02 0.19 0.00
-0.05 0.02 -0.03
-0.34 0.09 -0.07
-0.10 0.03 -0.02
-0.48 -0.10 -0.03
0.10 -0.02 -0.14
-0.16 0.06 0.24
-0.07 -0.05 -0.08
0.05 0.01 -0.05
-0.01 -0.01 -0.24
-0.14 0.06 0.14
0.05 0.17 0.00
0.03 0.01 -0.05
-0.03 -0.01 0.03
0.02 0.00 -0.06
0.05 0.01 -0.07
0.29 0.11 -0.05
-0.16 -0.48 -0.20
0.06 -0.19 0.00
-0.08 0.00 0.00
-0.05 -0.04 0.06